DFT (the ωB97M-V functional and the def2-TZVPD basis) results for C2H2N4S in the gas phase at a distorted geometry.

Summary:
Energy above the lowest of the compared OMol25 structures with the same formula, charge and spin, eV: 2.7433
SMILES string: SC=C1N=NN=N1
HOMO level, Ha: -0.3676
E_tot, a.u.: -694.45693
HOMO-LUMO gap, hartree: 0.298

Each line ends with the Löwdin charge.
Positions of all 9 atoms, in Å:
S: -1.27122 -0.92204 2.04539  0.714
C: -0.42961 -0.78845 0.45090  -0.425
C: 0.19603 0.35028 -0.13483  -0.496
N: 0.48345 1.64571 0.34902  0.026
N: 0.94650 2.28559 -0.66711  -0.012
N: 0.92289 1.39738 -1.90587  0.015
N: 0.46301 0.22258 -1.49436  0.003
H: -1.16061 -2.47312 1.69447  0.025
H: -0.15045 -1.71794 -0.33761  0.150